Entry 1:
The following is a quantum chemistry calculation of a molecular structure, C60H49F3GaN2O2P2SSb, from OMol25.

For the energy above the lowest of the compared OMol25 structures with the same formula, charge and spin, the calculation gives 0.00 kcal/mol. The HOMO-LUMO gap comes out at 7.87 eV. The value obtained for the total energy is -6120.92916 Ha. Its HOMO energy is -13.189 eV. Its LUMO energy is -5.3 eV.

ORCA input file:
```
! RIJCOSX wB97M-V def2-TZVPD def2/J DEFGRID3
* xyz 2 1
H 4.814 1.637 -4.413
C 1.890 -5.354 0.615
C -1.193 -2.495 -2.342
C -3.769 -3.549 2.028
H -1.206 0.627 8.827
H -4.733 0.780 -3.317
C -4.814 3.170 -0.911
C -1.484 -0.126 -4.757
C 4.492 -2.253 -1.025
F -6.443 2.494 -2.449
H -1.911 -1.694 -2.533
H 1.863 -7.452 0.182
H 2.735 1.408 -3.118
C 2.363 -0.507 2.085
H -1.314 4.631 -1.501
C -3.476 -1.844 -0.144
Sb -0.725 1.866 -0.126
C -3.109 1.250 -1.971
H 0.327 5.247 3.671
C -2.151 2.088 -5.422
C 2.962 -0.337 3.307
C -4.383 1.390 -2.496
H 1.627 -3.259 0.951
C -2.293 3.090 3.758
C -0.234 4.540 -1.526
C 0.398 3.408 -1.017
H 0.445 2.492 6.078
C -0.330 4.452 3.345
F -1.601 4.715 5.292
C -5.214 2.351 -1.951
O 0.005 -2.287 2.658
C 2.549 4.331 -1.619
C -0.436 1.149 8.262
H -3.379 -1.164 -0.980
H 0.050 6.458 -2.485
C 5.145 -2.049 0.160
C 0.513 5.567 -2.084
H 2.403 0.079 4.131
H -1.175 -1.276 7.283
H -3.122 2.841 4.408
F 2.613 6.421 -2.661
H 1.999 -2.383 -5.017
H -2.453 0.511 -2.414
H 2.798 -5.404 1.200
H -2.744 1.618 2.285
C 1.787 3.313 -1.065
H 0.518 0.973 8.764
P 0.687 -0.601 -3.008
C 2.220 -0.501 -3.978
H -3.101 0.287 -6.098
H -2.804 2.736 -5.992
H -0.134 -2.554 -4.236
C -2.553 -3.487 1.368
H -1.720 -4.088 1.707
H -3.226 3.652 0.419
C 2.608 -1.500 -4.867
C -3.538 3.011 -0.396
O -1.350 -0.406 1.844
C -4.833 -2.761 1.610
H 0.571 1.703 3.746
C -0.788 -0.625 6.509
H -1.636 -1.196 -4.824
H -3.886 -4.215 2.872
H -0.998 -2.100 4.960
H -1.699 -3.430 -2.584
C -2.409 -2.637 0.274
C 4.306 -0.715 3.515
C -0.478 -5.236 -0.834
N 1.033 -0.153 1.760
H 5.497 -0.139 -5.990
H 6.076 -1.557 2.668
H 3.629 4.284 -1.661
C 4.465 -1.445 1.236
C 0.170 -6.446 -0.665
C 1.243 -4.136 0.452
P -0.820 -2.522 -0.553
H -0.257 -7.348 -1.083
C -0.375 0.664 6.843
C 0.122 1.488 5.833
H 6.171 -2.367 0.292
C -0.132 3.784 2.144
H 0.697 4.082 1.513
C 0.196 1.049 4.523
H -0.994 3.701 -4.602
C 0.066 -4.069 -0.287
C -1.139 2.630 -4.644
H -5.515 -1.295 0.195
H 0.853 -3.002 -2.864
H 0.484 2.230 -3.317
H -0.637 2.219 8.305
C 3.789 -1.369 -5.585
Ga 0.541 -0.558 -0.202
H -5.781 -2.816 2.129
C -4.687 -1.908 0.524
H -5.496 3.913 -0.521
H 4.966 -2.737 -1.866
C -0.476 0.413 -3.958
C 1.360 -6.503 0.051
S -0.179 -0.858 2.583
C -2.674 2.046 -0.915
C -2.321 0.712 -5.480
C -0.212 -0.242 4.221
C -1.409 4.088 4.126
C 0.068 -2.314 -3.192
C 1.891 5.439 -2.122
C 5.049 -1.258 2.509
C 4.581 -0.242 -5.423
C -0.701 -1.090 5.208
C 3.129 -1.045 1.028
C -0.994 2.763 1.755
H 4.084 -2.144 -6.280
H 2.656 -1.990 -2.073
C 4.197 0.758 -4.538
C 3.171 -1.815 -1.147
H -1.420 -5.209 -1.369
C 3.024 0.626 -3.813
H 4.742 -0.571 4.494
H 2.297 2.442 -0.661
N 2.512 -1.200 -0.183
C -0.308 1.795 -3.913
C -2.074 2.419 2.568
*
```

Mulliken population analysis, charges in e, atoms 1 to 4: number 1, H, carries 0.48; number 2, C, carries -1.30; number 3, C, carries -1.42; number 4, C, carries -0.78

---

Entry 2:
The following is a quantum chemistry calculation of 2 unconnected molecules or ions with the total composition C60H49N4S, from OMol25.

For the energy above the lowest of the compared OMol25 structures with the same formula, charge and spin, the calculation gives 0.00 kcal/mol. The HOMO-LUMO gap comes out at 4.87 eV. The value obtained for the total energy is -2932.74546 Ha. Its HOMO energy is -9.614 eV. Its LUMO energy is -4.7 eV.

ORCA input file:
```
! RIJCOSX wB97M-V def2-TZVPD def2/J DEFGRID3
* xyz 1 1
C -2.614 -2.232 2.736
H 8.357 6.094 5.954
H -2.587 2.615 9.368
H -0.270 -0.841 1.461
H -3.357 -2.144 4.739
H -1.962 2.759 6.924
C 0.310 -2.573 2.530
C -2.187 0.282 2.505
C -3.626 -3.921 1.319
C 0.124 3.181 7.311
H 2.125 3.533 8.101
C -3.437 -2.655 3.779
C 6.414 6.626 5.210
C -2.260 4.081 12.428
C -1.668 -1.052 3.027
C -3.427 4.439 13.102
C 1.092 3.296 8.355
C 5.786 -0.086 2.608
H 2.470 2.876 14.490
C -2.225 2.695 2.777
C 1.807 5.440 6.399
H -0.712 1.362 3.601
H 1.531 3.174 10.447
H 2.211 -3.540 2.334
C 5.581 6.692 4.095
H 2.946 0.421 14.476
C 0.512 3.329 5.933
C 1.902 -0.344 2.883
H -5.094 1.466 12.895
H 3.246 11.155 2.174
C 3.839 -1.417 2.132
C 2.700 5.426 3.754
H -4.960 -4.008 4.439
H -1.863 3.569 3.317
C 0.115 1.880 12.257
H 1.421 5.493 7.418
H 6.614 -3.339 1.945
H 3.038 5.503 2.719
H -1.647 -0.984 4.126
C 4.227 10.734 5.417
H 1.635 -2.717 0.865
H 0.138 2.629 5.186
C -4.442 -4.347 2.368
H 6.197 0.891 2.848
H 4.412 11.292 6.335
C 2.774 6.348 6.000
C 7.340 5.807 2.703
C -2.103 2.780 11.945
C 1.313 -0.029 13.128
H -3.746 3.741 1.637
H -3.701 -4.403 0.347
C -3.692 1.634 1.177
C 1.734 4.518 4.144
C 0.301 0.497 12.325
S 3.149 0.922 3.032
C 4.127 8.617 4.265
H -5.376 3.788 13.775
C 5.996 -2.450 2.069
C -1.551 2.733 9.051
H 4.120 -3.486 1.637
H -5.162 -5.157 2.225
C 6.042 6.303 2.839
C -3.144 0.386 1.490
C 4.434 9.351 5.407
H 3.628 8.672 2.189
C -0.546 2.723 10.045
C 4.398 -0.199 2.527
H -3.520 5.448 13.503
C -4.340 -3.701 3.602
C -4.294 2.199 12.780
C 8.176 5.723 3.822
H 4.828 8.823 6.274
H 0.540 3.771 13.175
C 0.817 2.719 13.122
H -2.923 0.801 11.833
H -3.456 -0.509 0.951
C -4.455 3.503 13.260
H -0.369 -0.144 11.752
C 3.567 10.656 3.088
N 4.265 7.203 4.242
C -1.631 1.456 3.020
C 3.784 11.387 4.263
C 3.250 6.331 4.680
C 3.756 9.275 3.088
H 0.294 -2.986 3.543
H 1.271 3.842 3.421
H 7.665 -1.158 2.552
H 1.467 -1.107 13.161
C -0.227 -1.172 2.522
N 2.456 -1.449 2.303
C 6.585 -1.224 2.415
H 7.694 5.495 1.721
C 1.696 -2.647 1.962
H -1.441 4.787 12.289
C 0.772 3.051 9.678
H 6.023 6.973 6.166
N -0.860 2.407 11.363
H -0.326 -3.207 1.911
C -1.213 2.870 7.711
C 7.714 6.139 5.076
N 0.657 -0.220 3.235
C 4.610 -2.546 1.894
C -3.268 2.785 1.845
H 3.182 7.079 6.699
C 1.336 4.410 5.513
C 2.125 0.827 13.880
H -4.456 1.688 0.405
C 1.863 2.200 13.888
H 5.368 6.410 1.989
C -3.100 1.825 12.160
H 3.620 12.467 4.271
H 9.194 5.346 3.716
C -2.693 -2.888 1.505
H -2.036 -2.606 0.678
*
```

Mulliken population analysis, charges in e, atoms 1 to 4: number 1, C, carries -0.09; number 2, H, carries 0.38; number 3, H, carries 0.48; number 4, H, carries 0.29

---

Entry 3:
The following is a quantum chemistry calculation of a molecular structure, C60H50As2BrGeN2O2STc, from OMol25.

For the energy above the lowest of the compared OMol25 structures with the same formula, charge and spin, the calculation gives 29.45 kcal/mol. The HOMO-LUMO gap (alpha / beta) comes out at 6.90 / 6.01 eV. The value obtained for the total energy is -12177.33333 Ha. Its HOMO energy (alpha / beta) is -12.049 / -12.046 eV. Its LUMO energy (alpha / beta) is -5.1 / -6.0 eV.

ORCA input file:
```
! RIJCOSX wB97M-V def2-TZVPD def2/J DEFGRID3
* xyz 2 3
C 3.846 -0.601 0.165
C -1.235 1.127 -5.446
H 0.505 0.473 -4.349
H -4.931 3.304 -2.540
H 4.298 -2.087 1.692
C 0.671 -5.344 3.465
H -2.129 4.438 3.795
As 2.349 0.653 -0.259
H 3.212 -1.435 -4.786
C -0.808 1.938 -1.142
C -2.752 1.307 1.725
C 1.298 -3.522 -1.736
C 4.229 2.636 0.801
H 2.027 5.637 -0.188
C -3.637 3.056 3.100
H 0.584 -1.860 -0.564
H -2.380 -4.119 -2.661
H 2.759 2.834 -2.352
C 3.919 -1.059 1.616
C 0.967 -4.549 -2.603
C -0.575 0.477 -4.391
C -1.205 -2.308 2.419
N -0.682 -1.079 2.672
H -3.471 1.986 -1.069
C 2.613 -0.326 4.302
C -2.601 1.156 -5.490
C -3.848 1.934 2.308
H -3.112 1.663 -6.295
C 2.836 1.892 -2.881
N -1.504 1.734 1.919
H -5.437 -1.208 -1.718
C 2.595 0.691 -2.215
C -1.341 -3.957 -2.402
H 4.533 -1.258 6.929
C 3.005 2.422 0.180
C 1.629 -3.747 1.955
H -3.197 -3.977 0.404
C -0.358 -4.767 -2.940
C -4.857 -0.716 -2.485
C -3.860 3.371 -2.647
C 3.191 1.891 -4.221
C -1.294 -0.151 -3.414
H 2.475 -1.440 -2.453
C -2.350 3.547 3.230
C -2.044 -2.773 3.377
H 4.185 6.018 0.936
C -3.487 -0.788 -2.446
H 3.176 0.484 8.023
H -3.959 4.757 -4.269
C -4.780 0.606 -4.482
C 4.647 3.929 1.081
H 2.334 -3.377 -1.456
C -2.974 0.131 0.818
C 2.102 0.988 6.245
C 3.034 0.273 6.975
H -4.516 -3.643 -0.718
C 1.121 -5.012 2.197
C -2.703 -0.150 -3.435
C -1.020 -2.912 -1.539
C -3.821 -3.191 -0.014
H -0.941 -2.833 1.516
C -1.935 4.281 -3.757
H -4.460 3.536 3.607
C 2.706 -0.500 -2.930
Br 0.467 3.444 2.755
C -1.326 2.843 2.608
H 5.588 4.095 1.583
O -4.100 -0.192 0.499
O -1.940 -0.522 0.403
C 2.210 3.514 -0.163
H -0.798 0.332 4.229
C 1.268 -3.157 4.258
H 4.589 -0.421 2.203
H 0.260 -6.325 3.651
H -0.650 1.602 -6.218
H 3.375 2.828 -4.723
C 3.863 5.011 0.723
C 3.793 -0.714 6.362
H -4.403 -2.722 0.770
H -4.836 1.539 2.134
H 0.396 -4.679 5.485
H 3.645 0.690 -5.946
H -6.585 0.072 -3.483
H 1.527 1.775 6.707
C 3.089 -0.499 -4.261
C -0.100 1.261 -0.413
H 1.081 -5.732 1.395
S -2.165 -1.647 4.664
H 4.862 1.800 1.079
C -1.102 3.557 -2.931
C -1.652 2.719 -1.957
H -2.576 -3.701 3.403
C 1.709 -2.810 2.981
C -3.373 0.536 -4.486
H 1.742 -5.176 -3.014
H -1.513 4.923 -4.513
H 4.156 -1.797 4.541
C 2.644 4.800 0.098
H 1.328 -2.436 5.069
C 1.894 0.693 4.909
H -0.630 -5.568 -3.610
H -0.027 3.619 -3.026
Tc 0.304 -0.024 1.115
H 1.190 1.271 4.323
H -0.773 -0.648 -2.603
C 0.746 -4.419 4.496
C 3.335 0.699 -4.912
H 3.706 -1.465 -0.493
C -3.312 4.190 -3.621
H 1.236 3.340 -0.611
C 3.584 -1.013 5.028
C 0.310 -2.700 -1.217
H 4.777 -0.111 -0.145
H -5.267 1.151 -5.274
Ge -2.670 -1.893 -1.012
C -1.098 -0.616 3.821
As 2.160 -0.961 2.525
C -3.041 2.637 -1.816
H 1.975 -3.479 0.962
C -5.509 0.004 -3.495
*
```

Mulliken population analysis, charges in e, atoms 1 to 4: number 1, C, carries -1.00; number 2, C, carries -1.06; number 3, H, carries 0.32; number 4, H, carries 0.52

---

Entry 4:
The following is a quantum chemistry calculation of a molecular structure, C60H51CrN2O2P2S2, from OMol25.

The HOMO-LUMO gap (alpha / beta) comes out at 7.40 / 7.83 eV. The value obtained for the total energy is -5100.45540 Ha. Its HOMO energy (alpha / beta) is -9.719 / -10.394 eV. Its LUMO energy (alpha / beta) is -2.3 / -2.6 eV.

ORCA input file:
```
! RIJCOSX wB97M-V def2-TZVPD def2/J DEFGRID3
* xyz 1 5
C 0.503 -1.869 -2.880
C -1.187 2.775 0.194
C 1.728 -2.462 -2.455
C 1.343 -6.354 3.846
O -0.979 1.536 -0.006
C -2.285 -0.803 1.923
C 0.305 0.908 -4.810
C -4.878 -1.710 1.509
C 1.347 -3.089 1.063
H 3.602 3.897 0.046
H -1.734 -2.130 0.331
C -0.010 -1.928 2.926
C 2.505 -2.235 -1.291
C 3.186 4.718 0.636
H 4.679 4.394 2.145
H -4.031 -2.963 -0.015
C 0.805 -4.154 3.136
C 0.717 -2.995 2.336
H 2.459 2.024 5.024
H -3.301 1.208 0.233
H -1.909 2.097 2.737
H 4.653 -4.557 -4.940
H 0.567 1.695 -6.774
C 1.391 -5.364 2.722
H -1.044 -1.865 -4.333
C -0.389 -3.206 4.981
H -3.782 2.692 -3.082
H 2.878 2.457 -6.347
C -2.686 -0.948 -2.432
H -1.126 -1.238 4.591
H 5.342 -3.979 -1.999
C 1.626 -3.875 -4.496
C 2.499 -4.884 -5.174
H -5.426 -0.359 3.077
H 2.266 -6.371 1.043
N 1.748 4.708 0.477
C 3.806 -4.906 -4.346
H -2.171 5.319 0.171
C -5.266 3.952 0.026
C -0.123 -2.339 -4.022
P -0.509 -0.415 2.056
C 3.560 -3.972 -3.199
C 2.280 -3.402 -3.345
C 0.391 -3.375 -4.812
H -0.069 7.244 1.814
H -2.380 -1.964 -2.227
C -2.594 3.222 0.188
C -0.192 0.907 3.246
C 1.858 -5.455 1.442
H 3.093 3.717 2.544
C 0.603 -5.621 4.987
H -0.703 0.565 -5.000
H 4.324 -2.517 -0.267
C -2.556 -1.751 0.934
H -4.550 5.974 0.029
O 2.849 -1.006 1.028
C 2.317 1.973 -5.562
H -1.196 4.023 4.085
S 1.770 -1.523 0.192
H -5.885 -2.067 1.354
H -3.144 0.401 3.490
H -0.145 5.521 2.217
H -0.162 -3.713 -5.675
C 1.846 -4.299 0.642
C 2.891 1.783 -4.315
P 0.031 -0.231 -2.238
H 1.221 -5.540 5.883
H 2.355 -6.636 4.142
C 0.505 6.324 1.879
H 3.901 2.116 -4.125
H 3.573 5.658 0.231
H 1.702 0.037 3.778
C -0.570 3.146 4.031
H 0.241 5.946 -0.220
H 3.379 5.463 2.665
H -0.821 -3.246 5.967
N -0.275 3.710 0.373
H -1.387 2.146 -2.890
C 1.060 0.905 3.865
H -5.476 0.908 -2.842
C -3.592 2.248 0.187
C 3.607 4.565 2.097
C -4.030 -0.633 -2.522
H 4.049 -5.910 -3.997
C 3.776 -2.754 -1.169
H 2.679 -4.611 -6.214
C -2.132 1.362 -2.817
H 2.278 -4.392 -0.341
C 4.341 -3.600 -2.136
H -0.311 -6.142 5.274
C -0.981 2.055 3.289
C -3.840 -2.213 0.737
H 2.609 1.019 -2.324
H 0.983 3.991 5.228
H -4.774 -1.407 -2.399
H 2.010 -5.860 -5.172
C 1.047 3.565 0.422
C -3.475 1.670 -2.910
C 2.172 1.161 -3.309
C -4.619 -0.761 2.482
C 0.296 -4.261 4.441
H 1.304 6.459 2.603
C 1.061 5.985 0.500
C -0.547 -2.062 4.195
H -5.684 1.849 0.096
Cr 0.353 0.209 0.004
C 1.481 2.016 4.570
H 0.828 -7.267 3.545
C -4.280 4.928 0.067
H 1.780 6.745 0.183
C -2.947 4.569 0.153
C -1.724 0.045 -2.597
C -3.324 -0.318 2.705
C 0.877 0.718 -3.556
H -6.303 4.237 -0.075
C -4.426 0.670 -2.774
C 0.660 3.129 4.666
C 1.021 1.543 -5.806
S 1.931 2.088 0.446
C -4.921 2.612 0.109
*
```

Mulliken population analysis, charges in e, atoms 1 to 4: number 1, C, carries -0.38; number 2, C, carries -1.08; number 3, C, carries -0.79; number 4, C, carries -0.71